i) Molecular formula: C31H33Cl2N9SY
Method: DFT, ωB97M-V/def2-TZVPD

ORCA input file:
```
! wB97M-V def2-TZVPD RIJCOSX def2/J DEFGRID3
* xyz 1 1
Y 0.274 -0.136 0.214
Cl -1.155 2.375 1.446
Cl -2.026 2.857 -1.312
S 1.677 0.854 2.301
N 2.058 -3.024 0.701
N 2.210 2.718 0.324
N -0.521 -1.815 1.497
N 2.929 3.150 2.421
N 1.895 -1.852 0.053
N 1.605 1.841 -0.506
N 0.693 -0.019 -2.218
N -3.000 -0.806 0.397
N -2.092 -0.573 -0.571
C -4.350 0.946 4.788
C 1.223 -5.094 1.595
C -1.069 -3.947 2.520
C -1.491 -1.191 2.303
C 2.297 2.320 1.583
C 0.180 -0.785 -4.419
C 3.331 -3.450 0.559
C 3.072 -1.562 -0.508
C 0.746 1.512 -4.036
C 1.460 2.224 -1.733
C 0.338 -5.888 2.298
C 0.596 -7.357 2.491
C 0.341 -0.990 -3.062
C 0.935 1.222 -2.687
C 1.008 -3.733 1.374
C -2.357 3.158 0.396
C 0.369 0.500 -4.904
C -1.279 -0.994 3.676
C -4.092 -1.008 -1.499
C -2.193 -0.339 4.472
C 1.911 3.574 -2.192
C -3.372 0.186 3.936
C -2.753 -0.677 -1.721
C -3.588 0.020 2.581
C -0.182 -3.119 1.807
C -4.210 -1.074 -0.130
C -0.818 -5.276 2.774
C 3.515 4.426 2.031
C 2.480 5.538 1.935
C -2.676 -0.665 1.779
C 4.010 -2.547 -0.227
H 2.107 -5.569 1.191
H 2.963 6.484 1.686
H -1.996 -3.513 2.871
H 3.181 -0.644 -1.066
H 0.182 -1.968 -2.620
H 0.236 0.713 -5.956
H -1.545 -5.856 3.330
H 4.273 4.670 2.775
H 0.081 -7.730 3.376
H 1.415 3.900 -3.101
H -0.091 -1.605 -5.067
H 2.998 2.848 3.378
H 1.955 5.661 2.882
H 3.685 -4.346 1.033
H 0.913 2.507 -4.416
H -2.305 4.225 0.574
H 4.017 4.291 1.074
H 2.990 3.569 -2.366
H 1.725 4.299 -1.403
H 0.241 -7.935 1.636
H -4.480 0.436 2.124
H 1.660 -7.564 2.611
H -4.861 -1.184 -2.230
H 5.042 -2.591 -0.523
H -3.333 2.756 0.639
H -4.182 0.749 5.846
H 1.749 5.307 1.161
H -0.362 -1.382 4.101
H -5.378 0.674 4.552
H -5.048 -1.311 0.503
H -1.987 -0.213 5.528
H -2.241 -0.521 -2.656
H -4.248 2.022 4.633
*
```

## Properties
Orbital gap = 6.31 eV

=====

ii) Molecular formula: C31H33Cl2N9SY
Method: DFT, ωB97M-V/def2-TZVPD

ORCA input file:
```
! wB97M-V def2-TZVPD RIJCOSX def2/J DEFGRID3
* xyz 1 1
Y 0.044 -0.138 -0.119
Cl 2.021 -1.424 2.002
Cl 1.203 1.335 2.375
S -1.561 -1.910 1.270
N 1.508 1.894 -0.892
N -0.973 0.835 -1.811
N -2.963 1.402 0.238
N 2.233 -1.069 -1.181
N -3.189 -3.484 -0.044
N 1.555 2.045 -2.233
N -1.323 -3.015 -1.241
N -0.130 -2.342 -1.241
N -1.776 1.255 0.880
C 1.877 -0.116 3.171
C -0.592 -0.495 -3.849
C 4.509 -0.846 -1.871
C 2.569 3.814 -1.416
C -4.403 -3.442 -2.201
C 2.123 2.965 -0.398
C -4.527 2.963 -2.733
C 2.062 -2.061 -2.074
C -3.467 1.160 2.373
C -0.182 0.477 -2.927
C 0.538 -3.891 -3.030
C -3.107 1.804 -1.131
C 2.188 3.184 -2.576
C 1.080 1.039 -3.122
C 1.903 0.655 -4.176
C -2.008 -2.852 -0.131
C -3.761 -4.288 -1.112
C 3.104 -2.483 -2.894
C 4.340 -1.867 -2.791
C 2.370 -0.733 -6.213
C -3.985 1.324 1.113
C -5.769 3.755 -3.028
C 3.427 -0.485 -1.091
C -2.093 1.129 2.170
C -3.601 2.644 -3.716
C -2.153 1.494 -2.118
C 1.476 -0.294 -5.091
C 0.209 -0.858 -4.911
C -4.241 2.546 -1.442
C 0.738 -2.739 -2.101
C -2.446 1.948 -3.411
H 5.161 -2.190 -3.416
H 1.101 -4.759 -2.679
H 0.897 -3.645 -4.029
H -4.829 -4.072 -2.981
H 1.849 -1.403 -6.895
H -3.764 2.964 -4.737
H -5.003 1.379 0.778
H -3.660 -2.787 -2.654
H -5.827 4.011 -4.085
H 3.516 0.312 -0.363
H 5.458 -0.343 -1.752
H 2.859 0.143 3.549
H 2.213 3.097 0.666
H -0.512 -4.156 -3.082
H 2.737 0.115 -6.792
H 2.890 1.094 -4.262
H 1.195 -0.409 3.960
H -4.916 2.842 -0.651
H -1.562 -0.955 -3.703
H -4.005 1.052 3.297
H -4.491 -4.954 -0.652
H -3.701 -3.354 0.812
H 2.955 -3.286 -3.598
H 2.287 3.455 -3.613
H -1.741 1.765 -4.209
H -2.971 -4.915 -1.529
H -1.322 0.957 2.900
H -0.142 -1.605 -5.613
H 3.078 4.754 -1.309
H 3.244 -1.263 -5.827
H -6.669 3.194 -2.774
H -5.790 4.686 -2.460
H -5.203 -2.824 -1.792
*
```

## Properties
Orbital gap = 6.72 eV

=====

Here is how they stack up, most stable first: i), ii).

=====

i) Molecular formula: CH4NS
Method: DFT, ωB97M-V/def2-TZVPD

ORCA input file:
```
! wB97M-V def2-TZVPD RIJCOSX def2/J DEFGRID3
* xyz -1 1
S -0.988 -0.810 -1.678
N 1.281 1.314 2.226
C 0.616 0.538 1.439
H 2.003 0.872 2.828
H -0.245 0.697 0.921
H 1.069 -0.338 1.052
H 0.312 -0.703 -2.172
*
```

## Properties
Orbital gap = 6.79 eV

=====

ii) Molecular formula: CH4NS
Method: DFT, ωB97M-V/def2-TZVPD

ORCA input file:
```
! wB97M-V def2-TZVPD RIJCOSX def2/J DEFGRID3
* xyz -1 1
S 1.726 0.039 1.820
N -0.396 -0.254 -1.781
C -0.885 0.398 -0.803
H -1.297 1.391 -0.991
H 0.257 -0.937 -1.390
H 1.415 -0.639 2.935
H -0.819 0.002 0.211
*
```

## Properties
Orbital gap = 7.13 eV

=====

iii) Molecular formula: CH4NS
Method: DFT, ωB97M-V/def2-TZVPD

ORCA input file:
```
! wB97M-V def2-TZVPD RIJCOSX def2/J DEFGRID3
* xyz -1 1
S 1.790 -2.043 -0.436
N -1.014 1.558 0.440
C -0.106 0.643 0.369
H 0.907 0.812 0.703
H -0.434 -0.245 -0.146
H -1.598 1.473 -0.382
H 0.455 -2.197 -0.549
*
```

## Properties
Orbital gap = 7.08 eV

=====

Here is how they stack up, most stable first: ii), i), iii).